# 1
{"formula": "C22H46FIN3O6S", "method": "ωB97M-V/def2-TZVPD", "symbols": ["C", "C", "N", "C", "O", "C", "C", "N", "C", "C", "C", "O", "C", "C", "I", "C", "C", "N", "C", "C", "S", "O", "O", "F", "H", "H", "H", "H", "H", "H", "H", "H", "H", "H", "H", "H", "H", "H", "H", "H", "H", "H", "H", "H", "H", "H", "H", "H", "H", "H", "H", "H", "H", "H", "C", "C", "C", "O", "C", "H", "H", "H", "H", "H", "H", "H", "H", "C", "C", "C", "O", "C", "H", "H", "H", "H", "H", "H", "H", "H"], "xyz": [[1.8141, 0.5821, 3.5902], [0.5251, -0.0363, 2.7164], [0.8192, 0.2779, 1.2837], [-0.3590, 0.4186, 0.3796], [0.1512, 1.4095, -0.6275], [1.1871, 0.8200, -1.4807], [2.5784, 1.7353, -1.5539], [2.1696, 3.1083, -2.0646], [3.1669, 3.6786, -3.0505], [3.9063, 5.0485, -2.5099], [5.0289, 4.6733, -1.3593], [2.9465, 6.0852, -2.0242], [-1.1434, -0.8639, -0.2569], [-1.0664, -2.3448, 0.4380], [-2.1493, -2.5299, 2.3468], [0.4821, -2.9746, 0.4966], [0.3380, -4.6258, 0.5834], [-2.6143, -0.4909, -0.5431], [-2.6008, 1.0513, -0.4831], [-1.7102, 1.2623, 0.8895], [-1.3970, 3.1320, 1.0942], [-1.5591, 3.8974, -0.2703], [0.0426, 3.4335, 1.6384], [-2.4776, 3.8439, 2.2711], [1.5005, 1.7133, 3.8020], [1.8151, 0.0257, 4.6278], [2.8216, 0.5068, 2.9977], [0.5326, -1.1974, 2.9881], [-0.4164, 0.4599, 3.1911], [1.5177, -0.4330, 0.9740], [1.4239, -0.3211, -1.2215], [0.7576, 0.7854, -2.5938], [2.9786, 1.8330, -0.4523], [3.3720, 1.1922, -2.2302], [2.1268, 3.7255, -1.2172], [4.0172, 2.9420, -3.3758], [2.5677, 3.9563, -4.0301], [4.4923, 5.5102, -3.4132], [4.5483, 4.2088, -0.3726], [5.7624, 3.8688, -1.7948], [5.5827, 5.6736, -1.0835], [3.3230, 7.0087, -2.2299], [-0.7984, -1.1221, -1.3709], [-1.6405, -3.0796, -0.3093], [1.1114, -2.5615, 1.3917], [1.0813, -2.6683, -0.4893], [-0.7236, -5.0005, 0.1884], [0.3585, -4.9129, 1.7320], [1.1788, -5.2030, 0.0047], [-3.3262, -0.7006, 0.1894], [-3.0110, -0.8337, -1.4527], [-3.6365, 1.5580, -0.1913], [-2.3122, 1.6294, -1.4588], [-2.1450, 0.9241, 1.9223], [3.0713, -8.4809, 3.1415], [2.2492, -9.5486, 2.4670], [0.9110, -8.8617, 2.3029], [1.1781, -7.4606, 2.1519], [2.5521, -7.2200, 2.4859], [4.1492, -8.6126, 3.0183], [2.8479, -8.4632, 4.2149], [2.6747, -9.7777, 1.4829], [2.1842, -10.4791, 3.0365], [0.2870, -8.9888, 3.1939], [0.3563, -9.2265, 1.4335], [3.0895, -7.0068, 1.5554], [2.6252, -6.3463, 3.1392], [-4.7771, 5.4109, -2.0530], [-5.6709, 5.1101, -3.2283], [-5.9857, 3.6448, -3.0200], [-5.9623, 3.4112, -1.6051], [-5.3896, 4.5588, -0.9631], [-4.7357, 6.4715, -1.7923], [-3.7570, 5.0695, -2.2655], [-6.5900, 5.7036, -3.1566], [-5.2072, 5.3134, -4.1969], [-5.2230, 3.0054, -3.4769], [-6.9632, 3.3646, -3.4233], [-6.1973, 5.0920, -0.4498], [-4.6557, 4.2373, -0.2190]], "energy_ev": -61951.414, "homo_ev": -10.914, "orbital_gap_ev": 7.17, "charge": 1}



# 2
{"formula": "C22H46IO10P3S", "method": "ωB97M-V/def2-TZVPD", "symbols": ["C", "C", "C", "C", "C", "I", "C", "P", "O", "O", "O", "C", "P", "C", "C", "C", "S", "O", "O", "O", "C", "C", "C", "C", "C", "C", "P", "O", "O", "H", "H", "H", "H", "H", "H", "H", "H", "H", "H", "H", "H", "H", "H", "H", "H", "H", "H", "H", "H", "H", "H", "H", "H", "H", "H", "H", "H", "H", "H", "C", "C", "C", "O", "H", "H", "H", "H", "H", "H", "H", "H", "C", "C", "C", "O", "H", "H", "H", "H", "H", "H", "H", "H"], "xyz": [[3.7597, 1.2670, 1.2712], [2.5435, 1.0999, 0.7652], [1.0399, 1.1226, 0.1245], [1.0572, 1.0910, -1.5058], [-0.1728, 0.1854, -2.1298], [0.0700, -0.1362, -4.3222], [-0.2165, -1.3090, -1.5149], [-1.1422, -2.6154, -2.4968], [-1.5921, -3.6961, -1.4502], [-0.1435, -3.5109, -3.6116], [-2.5818, -2.1001, -3.2653], [-1.6224, 0.9766, -2.0292], [-2.5298, 0.7614, -0.3953], [-4.3923, 0.9964, -0.8632], [-2.2174, 2.1138, 0.8833], [-1.6982, 1.5259, 2.3325], [-1.3138, 2.6862, -2.6490], [-1.9113, 3.8078, -1.7827], [-2.1014, 2.8168, -3.9697], [0.2613, 3.0574, -3.0615], [1.2997, 2.5007, -2.2224], [2.6163, 2.3508, -3.2066], [4.0278, 2.4166, -2.4306], [5.1013, 1.3880, -3.1321], [4.6590, -0.1803, -2.9178], [6.5803, 1.4922, -2.4168], [1.8389, 3.9372, -1.0329], [0.5037, 4.5154, -0.1207], [2.3934, 5.2472, -2.0310], [4.8663, 1.5273, 1.4202], [0.5254, 0.1971, 0.6014], [0.5228, 2.0375, 0.5816], [1.9988, 0.4389, -1.7549], [0.8969, -1.6598, -1.4347], [-0.6118, -1.3482, -0.4172], [-0.4475, -3.1738, -4.5065], [-3.3204, -2.0635, -2.6013], [-2.2755, 0.4321, -2.8335], [-4.7404, 2.0868, -0.7480], [-4.9783, 0.2794, -0.1510], [-4.5340, 0.5660, -1.9231], [-3.2166, 2.6658, 1.1100], [-1.4579, 2.9244, 0.5964], [-2.5602, 1.1603, 2.9978], [-0.8426, 0.7712, 2.2025], [-1.2235, 2.4513, 2.8674], [2.5653, 3.2983, -3.8889], [2.6058, 1.3905, -3.8304], [4.4321, 3.4912, -2.5176], [4.0081, 2.1153, -1.3226], [5.2043, 1.6664, -4.2422], [3.7508, -0.4404, -3.6081], [4.2839, -0.3666, -1.8392], [5.4943, -0.9191, -3.2020], [6.7065, 2.4662, -1.8061], [6.6804, 0.6092, -1.6578], [7.4405, 1.3366, -3.1758], [0.1981, 5.3481, -0.5616], [3.3387, 5.4055, -1.7617], [1.3902, -0.2431, 6.3659], [0.0993, 0.0636, 5.6231], [-1.0668, -0.7330, 6.1870], [0.2623, -0.2491, 4.2416], [1.6529, -1.3021, 6.2723], [2.2219, 0.3275, 5.9423], [1.3024, 0.0021, 7.4279], [-0.1190, 1.1335, 5.6917], [-0.8897, -1.8091, 6.0871], [-1.9855, -0.5116, 5.6360], [-1.2281, -0.5026, 7.2436], [0.4561, -1.1949, 4.1702], [-3.3520, -5.7155, 0.5009], [-4.0145, -4.8909, 1.5935], [-5.2167, -5.6134, 2.1812], [-4.4325, -3.6382, 1.0544], [-4.0472, -5.9009, -0.3249], [-2.4973, -5.1793, 0.0793], [-3.0054, -6.6780, 0.8881], [-3.2894, -4.6796, 2.3852], [-5.9769, -5.7951, 1.4141], [-5.6900, -5.0041, 2.9570], [-4.9259, -6.5726, 2.6183], [-5.0747, -3.8156, 0.3525]], "energy_ev": -90829.855, "homo_ev": -8.411, "orbital_gap_ev": 7.74, "charge": 0}



# 3
{"formula": "C22H46LuN3OP2", "method": "ωB97M-V/def2-TZVPD", "symbols": ["Lu", "P", "P", "N", "C", "H", "H", "C", "H", "H", "C", "H", "H", "C", "H", "H", "C", "C", "H", "H", "H", "C", "C", "H", "H", "H", "C", "C", "H", "H", "H", "C", "C", "H", "H", "H", "C", "O", "C", "H", "H", "H", "C", "H", "H", "H", "C", "H", "H", "H", "C", "H", "H", "H", "H", "H", "H", "H", "H", "H", "C", "C", "C", "C", "N", "N", "C", "H", "H", "H", "H", "H", "H", "H", "H"], "xyz": [[0.1003, 0.2684, -0.3503], [-2.5663, -0.1196, -0.3473], [2.5043, -0.4002, 0.4965], [-0.1367, -1.8843, -0.0251], [-2.6613, -1.8851, -0.2534], [-3.3898, -2.1342, 0.5399], [-3.0812, -2.2811, -1.2074], [-1.3331, -2.6112, 0.1080], [-1.4202, -2.9563, 1.1456], [-1.3363, -3.5384, -0.4411], [1.0167, -2.7995, -0.0642], [1.3966, -2.9541, -1.1224], [0.7608, -3.8654, 0.2607], [2.1867, -2.2814, 0.8198], [3.1235, -2.8544, 0.7169], [1.7090, -2.2920, 1.8318], [3.5705, 0.1013, 1.8561], [2.7139, 0.6539, 3.0052], [2.0019, -0.0711, 3.4061], [2.1379, 1.5270, 2.7048], [3.3603, 0.9583, 3.8229], [3.4780, -0.5496, -1.0804], [3.6849, 0.8463, -1.7156], [3.4952, 0.7779, -2.7972], [4.7243, 1.1732, -1.5765], [3.0223, 1.6390, -1.3146], [-3.0747, 0.3199, -2.1248], [-3.2126, 1.8456, -2.3587], [-3.3128, 2.0134, -3.4491], [-2.3202, 2.4061, -2.0237], [-4.1131, 2.2447, -1.8592], [-3.7686, 0.6278, 0.8294], [-3.5171, 2.1418, 1.0377], [-4.1448, 2.4675, 1.8828], [-3.8057, 2.7283, 0.1473], [-2.4728, 2.3696, 1.2896], [-0.5301, 0.2912, 1.7400], [-0.8449, 0.1904, 2.8931], [4.7811, -1.3564, -0.8588], [4.9350, -1.6556, 0.1968], [4.7312, -2.2671, -1.4808], [5.6382, -0.7526, -1.1978], [-4.3291, -0.4740, -2.6095], [-4.8806, 0.1454, -3.3291], [-3.9999, -1.3914, -3.1296], [-4.9953, -0.7562, -1.7758], [-5.2306, 0.3296, 0.4775], [-5.8485, 0.7387, 1.2955], [-5.5318, 0.8219, -0.4659], [-5.4143, -0.7555, 0.4209], [4.6130, 1.1308, 1.4298], [4.1588, 1.9944, 0.9347], [5.1332, 1.4839, 2.3238], [5.3674, 0.7001, 0.7627], [4.0594, -0.8285, 2.1975], [-3.4898, 0.1004, 1.7642], [2.8169, -1.1262, -1.7600], [-2.2091, -0.0374, -2.7335], [-0.2585, -1.6104, -2.3780], [-0.3597, -1.5369, -3.1272], [0.2955, 5.4613, 2.2335], [0.3457, 4.5375, 1.1288], [0.5248, 4.7172, -0.2305], [0.4839, 3.4877, -0.8624], [0.2953, 2.5402, 0.1094], [0.2158, 3.1912, 1.3054], [0.5897, 3.1022, -2.2895], [1.2422, 5.9788, 2.3814], [-0.4619, 6.2284, 2.0848], [0.0588, 4.9767, 3.1792], [0.6762, 5.6682, -0.7575], [0.0668, 2.7546, 2.2093], [-0.1492, 3.6861, -2.8870], [1.6142, 3.3361, -2.6661], [0.3958, 2.0006, -2.4915]], "energy_ev": -82261.790, "homo_ev": -13.736, "de_lowest_kcal_mol": 50.7, "orbital_gap_ev": 6.97, "charge": 2}



# 4
{"formula": "C22H46N2O24S4Ti", "method": "ωB97M-V/def2-TZVPD", "symbols": ["Ti", "S", "O", "O", "O", "O", "S", "O", "O", "O", "O", "C", "N", "O", "O", "H", "H", "H", "C", "N", "O", "O", "H", "H", "H", "C", "C", "C", "O", "C", "H", "H", "H", "H", "H", "H", "H", "H", "C", "C", "C", "O", "C", "H", "H", "H", "H", "H", "H", "H", "H", "C", "C", "C", "O", "C", "H", "H", "H", "H", "H", "H", "H", "H", "C", "C", "C", "O", "C", "H", "H", "H", "H", "H", "H", "H", "H", "C", "C", "O", "S", "O", "O", "O", "H", "H", "H", "H", "C", "C", "O", "S", "O", "O", "O", "H", "H", "H", "H"], "xyz": [[-1.5187, -1.2037, -0.2423], [0.1565, 0.3297, 0.2201], [0.0605, -0.6701, 1.3058], [-1.1611, 1.0324, 0.0136], [1.2227, 1.2748, 0.4425], [0.4762, -0.4364, -1.0396], [-3.1069, -2.2868, -1.3325], [-3.4174, -0.7997, -1.0599], [-4.2006, -2.9562, -1.9674], [-1.8217, -2.2578, -2.1016], [-2.8384, -2.8306, 0.0377], [1.9030, 3.6781, -1.5070], [1.9825, 4.8823, -0.6308], [1.3473, 5.8354, -1.0501], [2.6935, 4.9280, 0.3793], [0.8664, 3.3933, -1.5582], [2.4603, 2.8985, -1.0100], [2.2906, 3.9493, -2.4765], [0.1699, 1.0036, 4.5942], [1.6018, 1.2973, 4.6787], [2.2976, 0.3379, 4.8638], [1.9557, 2.4525, 4.4489], [0.0131, 0.4208, 3.6851], [-0.3899, 1.9255, 4.6110], [-0.1485, 0.3730, 5.4340], [4.7750, -2.8545, 2.3238], [4.8798, -1.6309, 1.4834], [3.4095, -1.1398, 1.5054], [2.5579, -2.2547, 1.5889], [3.3421, -3.4039, 2.0196], [4.8289, -2.4934, 3.3588], [5.5172, -3.6262, 2.1620], [5.1507, -1.8755, 0.4479], [5.5340, -0.8581, 1.8624], [3.0473, -0.5265, 0.6763], [3.2521, -0.5459, 2.4246], [3.3478, -4.0864, 1.1589], [2.9510, -3.9395, 2.8905], [-3.4142, 0.7740, -3.9823], [-2.3061, 0.0046, -4.6856], [-1.0511, 0.1992, -3.7865], [-1.5334, 0.7470, -2.5493], [-2.7073, 1.5151, -2.8426], [-4.1628, 0.0636, -3.6586], [-3.9019, 1.5253, -4.5968], [-2.1588, 0.2780, -5.7314], [-2.5708, -1.0536, -4.6733], [-0.3881, 0.9557, -4.2274], [-0.5240, -0.7331, -3.6268], [-2.4348, 2.5601, -3.0940], [-3.2969, 1.5336, -1.9256], [0.1081, -5.2978, 0.1648], [0.3486, -4.7897, -1.2567], [0.7158, -3.3407, -1.0922], [-0.1880, -2.9534, -0.0401], [-0.3145, -4.0382, 0.9461], [1.0149, -5.6344, 0.6683], [-0.6531, -6.0611, 0.2798], [-0.5686, -4.8507, -1.8234], [1.0885, -5.4227, -1.7341], [0.5174, -2.7980, -2.0168], [1.7771, -3.2320, -0.8246], [-1.3552, -4.1276, 1.2120], [0.2871, -3.7457, 1.8100], [-4.3944, -0.0211, 2.8661], [-3.9850, -1.4771, 3.2204], [-2.5018, -1.5217, 2.8119], [-2.5834, -0.7553, 1.5766], [-3.4187, 0.4166, 1.7719], [-4.4320, 0.7164, 3.6640], [-5.3839, -0.0678, 2.4217], [-4.5832, -2.2347, 2.7242], [-4.0559, -1.6326, 4.2897], [-2.2812, -2.5705, 2.6213], [-1.7588, -1.0504, 3.4564], [-3.8858, 0.6737, 0.8265], [-2.7961, 1.2417, 2.1107], [3.2053, 0.3325, -2.5423], [4.4329, 1.2218, -2.8258], [3.8667, 2.2616, -3.6134], [2.7293, 1.7139, -4.5560], [3.3107, 1.2193, -5.7887], [1.6229, 2.6806, -4.5122], [2.4278, 0.4852, -3.6985], [2.6450, 0.7277, -1.7112], [3.4721, -0.6986, -2.3746], [5.1639, 0.7060, -3.4538], [4.9078, 1.6680, -1.9625], [-1.4328, 4.1716, 0.0757], [-0.6719, 4.1620, 1.4304], [-1.6243, 3.7391, 2.3734], [-3.0249, 4.3285, 1.9599], [-3.2066, 5.6684, 2.4288], [-4.0181, 3.3278, 2.2966], [-2.7929, 4.2845, 0.4203], [-1.4120, 3.2843, -0.5512], [-1.1733, 5.0532, -0.5127], [-0.2593, 5.1510, 1.6771], [0.0765, 3.3810, 1.5254]], "energy_ev": -142128.640, "homo_ev": -9.834, "orbital_gap_ev": 6.98, "charge": 0}



# 5
{"formula": "C22H48ClN2O6PS8", "method": "ωB97M-V/def2-TZVPD", "symbols": ["C", "C", "C", "Cl", "C", "C", "C", "C", "C", "N", "S", "N", "C", "C", "P", "S", "H", "H", "H", "H", "H", "H", "H", "H", "H", "H", "H", "H", "C", "S", "O", "C", "H", "H", "H", "H", "H", "H", "C", "S", "O", "C", "H", "H", "H", "H", "H", "H", "C", "S", "O", "C", "H", "H", "H", "H", "H", "H", "C", "S", "O", "C", "H", "H", "H", "H", "H", "H", "C", "S", "O", "C", "H", "H", "H", "H", "H", "H", "C", "S", "O", "C", "H", "H", "H", "H", "H", "H"], "xyz": [[3.9729, -0.6856, -1.0761], [3.0705, -0.0207, -2.0767], [2.3899, -1.0197, -2.9803], [2.2345, -0.2817, -4.6472], [1.0229, -1.4893, -2.5876], [0.2256, -0.5994, -1.8646], [-1.0340, -0.8614, -1.4877], [-1.8672, 0.1237, -0.7413], [-1.5441, -2.1187, -1.8535], [-2.7533, -2.5684, -1.5696], [-2.8373, -4.0338, -2.1955], [-1.3943, -4.1771, -2.8254], [-0.7517, -3.0471, -2.5762], [0.5716, -2.7104, -2.9485], [1.6188, -3.8675, -3.8848], [0.9748, -5.6280, -4.3822], [3.4391, -0.9567, -0.1852], [4.3771, -1.6009, -1.4892], [4.7959, -0.0618, -0.8438], [3.6896, 0.5938, -2.6990], [2.3856, 0.6447, -1.5918], [3.0679, -1.8375, -3.1074], [0.6214, 0.3524, -1.6187], [-1.8016, 0.0023, 0.3196], [-1.5613, 1.1083, -1.0230], [-2.8921, 0.0019, -1.0355], [2.0353, -3.1039, -4.9743], [2.7681, -3.9614, -3.0942], [-3.9810, -7.0666, 0.4691], [-5.6136, -6.4048, 0.8156], [-6.0427, -6.9645, 2.1206], [-6.4633, -7.3384, -0.4618], [-3.2891, -6.6402, 1.1916], [-3.9946, -8.1518, 0.5692], [-3.6787, -6.7789, -0.5377], [-6.3091, -8.4043, -0.2955], [-6.0834, -7.0420, -1.4395], [-7.5222, -7.1017, -0.3923], [0.9159, 3.8940, -3.3073], [0.6297, 4.3477, -1.5944], [0.7754, 3.0965, -0.7944], [-1.1177, 4.6807, -1.7540], [1.9608, 3.6107, -3.4092], [0.2773, 3.0506, -3.5705], [0.7026, 4.7520, -3.9442], [-1.6357, 3.8016, -2.1421], [-1.2535, 5.5306, -2.4220], [-1.4861, 4.9312, -0.7631], [-3.7807, 2.8339, 3.8920], [-2.5492, 1.9851, 2.8935], [-3.2607, 1.4645, 1.6956], [-2.3287, 0.5906, 3.9941], [-4.0891, 3.7267, 3.3515], [-4.6381, 2.1785, 4.0420], [-3.3395, 3.1140, 4.8488], [-3.2841, 0.0881, 4.1429], [-1.9247, 0.9316, 4.9456], [-1.6209, -0.0941, 3.5365], [-2.0609, 7.8995, 2.6946], [-0.7619, 7.0825, 1.7658], [-1.3817, 6.4847, 0.5529], [-0.5419, 5.7143, 2.9005], [-2.3860, 8.7628, 2.1190], [-2.8946, 7.2116, 2.8350], [-1.6640, 8.2263, 3.6553], [-1.4904, 5.1941, 3.0335], [-0.1677, 6.0803, 3.8566], [0.1859, 5.0365, 2.4592], [8.2977, 2.1175, -2.7561], [6.5948, 2.6483, -2.5507], [6.0522, 1.9297, -1.3680], [5.9517, 1.7975, -3.9911], [8.8700, 2.5074, -1.9177], [8.3406, 1.0285, -2.7601], [8.6897, 2.5226, -3.6886], [6.1579, 0.7303, -3.9037], [6.3995, 2.2009, -4.8990], [4.8768, 1.9629, -4.0122], [-0.2893, -3.3704, 3.8907], [-0.6983, -3.0123, 5.6016], [-0.8782, -1.5398, 5.6970], [0.9281, -3.3767, 6.2667], [-1.1712, -3.1604, 3.2893], [0.5372, -2.7340, 3.5740], [-0.0237, -4.4228, 3.7954], [1.6688, -2.7401, 5.7832], [1.1573, -4.4292, 6.1021], [0.9015, -3.1697, 7.3338]], "energy_ev": -147346.139, "homo_ev": -8.270, "orbital_gap_ev": 7.72, "charge": 0}